(1)
Computed, not measured: a molecular structure, C16H17BrMoNO5, with wB97M-V/def2-TZVPD.

XYZ file:
```
41
Properties=species:S:1:pos:R:3:lowdin_spin:R:1
Mo -0.389 0.470 -1.040 1.771
C -0.860 6.157 -2.007 0.000
C 0.034 4.980 -1.752 -0.001
C 1.419 5.088 -1.714 0.009
C 2.215 3.968 -1.516 -0.001
C 1.562 2.770 -1.355 0.013
Br 2.510 1.137 -1.195 0.036
N 0.244 2.630 -1.357 0.017
C -0.510 3.715 -1.559 0.011
H -0.278 7.066 -2.143 0.000
H -1.549 6.313 -1.177 0.000
H -1.454 5.998 -2.907 0.000
H 1.890 6.052 -1.852 0.000
H 3.293 4.028 -1.506 0.000
H -1.580 3.549 -1.583 0.001
C 1.282 0.059 2.680 0.003
C -0.031 0.508 2.142 0.014
C -1.242 0.602 2.999 0.002
O -0.089 0.952 0.981 0.058
H 1.186 -0.431 3.643 0.000
H 1.916 0.944 2.782 0.000
H 1.755 -0.614 1.968 0.000
H -1.080 0.202 3.994 0.000
H -2.050 0.057 2.513 0.000
H -1.534 1.653 3.060 0.000
O -1.677 0.753 -2.049 -0.043
O -0.794 -4.353 2.278 0.000
C -0.536 -4.695 0.996 0.000
C -0.432 -6.035 0.626 0.000
C -0.167 -6.391 -0.680 0.000
C -0.005 -5.414 -1.657 0.000
C -0.108 -4.088 -1.297 0.001
C -0.372 -3.698 0.022 0.000
C -0.429 -2.260 0.360 0.013
O -0.595 -1.820 1.479 0.010
O -0.222 -1.451 -0.697 0.083
H -0.887 -5.157 2.800 0.000
H -0.561 -6.801 1.383 0.000
H -0.088 -7.438 -0.941 0.000
H 0.200 -5.688 -2.682 0.000
H 0.017 -3.317 -2.042 0.000
```

Summary:
- HOMO-LUMO gap (alpha / beta): 7.60 / 7.11 eV
- Multiplicity: 3
- HOMO (alpha / beta): -11.014 / -11.016 eV
- Charge: +1
- Electronic energy: -100489.045 eV
- Energy relative to the best compared isomer or geometry (same formula, charge and spin): 10.59 kcal per mole

***

(2)
Computed, not measured: 2 unconnected molecules or ions with the total composition C2O2, with wB97M-V/def2-TZVPD.

XYZ file:
```
4
Properties=species:S:1:pos:R:3:mulliken_charge:R:1
C 2.208 0.174 0.247 0.058
C -1.370 -0.391 -0.458 0.158
O -2.238 0.286 -0.211 -0.147
O 1.121 0.004 0.493 -0.069
```

Summary:
- HOMO-LUMO gap: 14.10 eV
- HOMO: -12.911 eV
- Electronic energy: -6168.151 eV
- Energy relative to the best compared isomer or geometry (same formula, charge and spin): 1.78 kcal per mole

***

(3)
Computed, not measured: a molecular structure, C19H16ClIrN5O3S3SbSe4 in a non-equilibrium geometry, with wB97M-V/def2-TZVPD.

XYZ file:
```
53
Properties=species:S:1:pos:R:3:mulliken_charge:R:1
Ir -0.443 -0.054 0.132 1.296
N 3.919 5.213 4.659 -0.611
C 2.842 4.533 4.072 1.240
C 2.634 3.181 4.333 -0.973
C 1.594 2.502 3.719 -0.289
C 0.756 3.171 2.843 -0.497
C 0.959 4.515 2.564 -0.491
C 1.997 5.192 3.178 -0.781
S -0.560 2.294 2.037 1.269
O -0.568 0.987 2.639 -0.650
O -1.732 3.115 2.114 -0.718
N 0.027 2.044 0.515 0.066
C -0.542 2.805 -0.490 0.008
N -0.740 2.152 -1.644 -0.101
C -1.403 2.783 -2.592 -0.340
C -1.870 4.081 -2.451 -0.773
C -1.540 4.698 -1.258 -0.220
N -0.873 4.089 -0.292 -0.391
H 4.247 4.805 5.519 0.230
H 3.786 6.208 4.743 0.224
H 3.294 2.654 5.013 0.296
H 1.426 1.451 3.910 0.684
H 0.305 5.010 1.857 0.440
H 2.167 6.241 2.958 0.259
H -1.566 2.224 -3.509 0.445
H -2.434 4.578 -3.227 0.368
H -1.821 5.730 -1.065 0.397
N 4.626 -1.767 5.182 -0.658
C 3.906 -1.581 4.302 -0.029
C 3.005 -1.332 3.218 0.661
C 1.909 -2.168 2.997 -1.028
C 1.000 -1.872 1.999 -0.523
C 1.140 -0.736 1.188 0.463
C 2.277 0.054 1.393 0.450
C 3.192 -0.227 2.388 -0.839
H 1.767 -3.046 3.614 0.441
H 0.170 -2.548 1.845 0.305
H 2.432 0.928 0.770 -0.060
H 4.045 0.423 2.540 0.494
Se 2.311 -4.305 -1.091 -0.615
Sb 0.232 -3.656 -2.056 0.813
Se -1.659 -4.924 -0.825 -0.460
Se -0.151 -3.475 -4.405 -0.645
Se -1.406 -2.189 -0.625 0.016
Cl -2.838 0.414 0.315 -0.590
C 4.040 0.553 -3.621 -0.805
O 2.989 -0.080 -2.913 -0.264
C 2.227 0.642 -2.057 0.317
S 2.531 2.225 -1.723 -0.397
S 0.996 -0.467 -1.584 -0.292
H 4.321 -0.155 -4.397 0.218
H 4.883 0.745 -2.955 0.307
H 3.714 1.500 -4.050 0.334
```

Summary:
- HOMO-LUMO gap (alpha / beta): 5.46 / 5.37 eV
- HOMO (alpha / beta): -2.670 / -2.666 eV
- Charge: -2
- Electronic energy: -349348.854 eV
- Energy relative to the best compared isomer or geometry (same formula, charge and spin): 32.88 kcal per mole

***

(4)
Computed, not measured: a molecular structure, C45H51BeBr4Cl7F10LiN2NaO8S in a non-equilibrium geometry, with wB97M-V/def2-TZVPD.

XYZ file:
```
131
Properties=species:S:1:pos:R:3:mulliken_charge:R:1
C 0.655 3.679 0.431 0.027
O 1.768 3.441 -0.476 -0.203
C 1.296 3.018 -1.792 0.439
C 2.476 2.370 -2.704 -0.864
C 3.234 1.161 -1.916 0.009
C 2.182 0.139 -1.243 0.278
C 2.824 -1.349 -1.109 0.742
C 1.664 -2.304 -0.476 -0.192
C 0.836 -3.121 -1.604 -0.135
C -0.778 -2.873 -1.485 -0.629
C -1.450 -3.945 -0.511 -0.097
C -1.352 -5.465 -0.918 -0.994
C -1.983 -6.580 -0.010 -0.972
C -2.709 -6.267 1.357 0.652
C -3.355 -7.448 2.264 -0.367
Br -5.303 -7.060 2.643 -0.018
C -3.362 -8.865 1.442 -0.455
C -3.906 -10.094 2.365 -1.034
Br -4.728 -8.695 -0.041 -0.060
C -2.772 -4.760 1.786 1.170
C -2.164 -3.646 0.833 0.512
C -2.333 -2.133 1.349 -0.239
O -1.463 -1.227 1.233 -0.614
C -3.739 -1.827 2.106 0.767
C -4.568 -0.511 1.929 0.152
C -4.089 0.655 0.906 -0.630
C -4.582 0.191 -0.547 -0.958
C -4.384 1.338 -1.690 1.022
F -2.997 1.237 -2.078 -0.254
F -4.679 2.577 -1.008 -0.328
C -5.428 0.987 -2.855 0.633
F -5.332 -0.436 -3.057 -0.241
F -6.784 1.201 -2.445 -0.234
S -5.146 1.846 -4.491 1.132
F -6.602 2.691 -4.305 -0.285
F -6.066 0.622 -5.225 -0.298
F -3.770 0.966 -4.841 -0.280
F -4.306 3.122 -3.815 -0.308
F -4.995 2.578 -5.985 -0.260
C -5.898 -0.250 2.701 -0.818
C -6.420 -1.355 3.676 -0.956
C -5.613 -2.706 3.878 0.664
C -6.207 -3.791 4.898 -0.399
O -5.298 -3.890 6.047 -0.118
O -5.294 -2.732 6.739 -0.292
C -4.304 -2.929 3.086 0.595
C -3.439 -4.275 3.184 -0.005
O -3.224 -4.925 4.232 -0.559
H -0.325 3.161 0.140 -0.191
H 0.951 3.300 1.483 0.289
H 0.488 4.825 0.493 -0.025
H 0.378 2.314 -1.741 -0.747
H 0.945 3.982 -2.325 0.635
H 3.194 3.221 -2.965 0.341
H 1.941 1.975 -3.647 0.270
H 3.819 1.647 -1.047 -0.221
H 3.962 0.667 -2.655 0.043
H 1.942 0.489 -0.180 0.147
H 1.242 0.066 -1.915 -0.140
H 3.054 -1.768 -2.170 -1.578
H 3.772 -1.336 -0.457 0.541
H 2.100 -3.077 0.248 0.385
H 0.911 -1.630 0.087 0.001
H 1.055 -4.244 -1.568 0.343
H 1.194 -2.756 -2.649 0.096
H -1.216 -3.044 -2.543 0.457
H -1.005 -1.787 -1.216 -0.010
H -0.806 -5.753 -1.885 0.347
H -1.849 -7.654 -0.409 0.087
H -2.817 -7.590 3.259 0.611
H -2.320 -9.118 1.036 0.504
H -3.669 -9.882 3.461 0.285
H -5.046 -10.177 2.186 0.336
H -3.464 -11.075 1.966 0.321
H -2.966 0.868 0.984 0.227
H -4.615 1.609 1.296 0.468
H -3.944 -0.714 -0.858 0.239
H -5.667 -0.164 -0.530 0.479
H -6.484 0.726 2.535 0.388
H -7.398 -1.197 4.281 0.259
H -7.197 -3.374 5.330 0.433
H -6.415 -4.809 4.424 0.091
H -4.414 -2.269 6.652 0.365
C -2.139 -1.066 7.727 0.806
O -3.247 -1.043 7.112 -0.585
O -1.808 -2.320 8.102 -0.460
O -1.363 -0.149 8.026 -0.512
H -2.618 -2.703 7.710 0.303
Li 3.414 -2.572 -3.742 0.922
Na -1.275 2.672 -2.083 0.929
N 6.761 1.096 -3.724 0.078
C 6.940 2.183 -2.907 -0.501
C 8.118 2.009 -2.222 -0.533
C 8.674 0.775 -2.645 -0.275
C 7.818 0.236 -3.573 -0.648
H 5.978 0.954 -4.339 0.215
H 6.215 2.983 -2.883 0.452
H 8.534 2.694 -1.499 0.425
H 9.599 0.332 -2.307 0.433
H 7.868 -0.684 -4.137 0.361
N 1.030 7.042 -0.155 -0.229
C 0.830 7.943 -1.131 -0.106
C 0.884 9.313 -0.939 -0.765
C 1.158 9.787 0.336 -0.208
C 1.368 8.879 1.365 -0.896
C 1.296 7.528 1.070 0.038
H 0.616 7.525 -2.110 0.347
H 0.717 9.993 -1.765 0.377
H 1.208 10.853 0.527 0.454
H 1.583 9.214 2.371 0.601
H 1.456 6.779 1.840 0.377
F -7.006 -0.165 5.697 -0.445
Br 8.794 0.597 -8.074 -0.134
C 10.360 0.858 -6.941 -0.521
C 11.179 -0.405 -6.839 -0.557
Br 10.346 -1.689 -5.631 -0.148
H 9.999 1.218 -5.977 0.285
H 10.934 1.649 -7.428 0.354
H 12.156 -0.194 -6.400 0.347
H 11.317 -0.910 -7.795 0.385
C -0.009 -2.634 4.721 -0.046
Cl 1.602 -2.073 4.247 -0.143
Cl -0.848 -1.425 5.693 -0.100
Cl -0.984 -3.024 3.297 0.012
H 0.105 -3.537 5.319 0.364
C 4.697 11.027 1.926 0.354
Cl 3.458 12.145 2.537 -0.094
Cl 4.612 10.962 0.151 -0.089
Cl 6.305 11.595 2.422 -0.087
Cl 4.410 9.404 2.592 -0.077
Be 3.509 2.564 0.900 0.170
```

Summary:
- HOMO-LUMO gap: 2.23 eV
- HOMO: -11.448 eV
- Charge: +2
- Electronic energy: -477667.644 eV